(1)
C8H12N2O3 | the ωB97M-V functional and the def2-TZVPD basis

```
! wB97M-V def2-TZVPD RIJCOSX def2/J DEFGRID3
* xyz 0 1
C -0.102 -1.878 1.097
C -2.470 0.697 0.218
C -5.265 -0.804 -0.429
C 2.580 -1.237 -0.999
C 2.454 0.161 -0.508
C 1.965 -1.030 0.372
C -2.737 2.119 0.566
C -1.008 -0.596 -1.416
N -1.630 0.573 -0.919
N 0.536 -1.086 0.360
O -4.659 -1.566 -1.021
O -2.803 -0.234 0.880
O -5.860 0.025 0.100
H -1.136 -2.171 0.716
H 0.335 -2.417 1.929
H 1.920 -1.453 -1.878
H 3.462 -1.943 -0.968
H 3.147 0.761 0.047
H 1.486 0.676 -0.741
H 2.432 -1.555 1.292
H -2.017 2.881 0.346
H -3.659 2.538 0.305
H -2.838 2.274 1.641
H -1.776 -1.305 -1.162
H -1.060 1.511 -1.061
*
```

Calculated values
Energy above the lowest of the compared OMol25 structures with the same formula, charge and spin ... 4.745 eV

***

(2)
C5H13BaO3 | the ωB97M-V functional and the def2-TZVPD basis

```
! wB97M-V def2-TZVPD RIJCOSX def2/J DEFGRID3
* xyz 1 1
C -2.359 1.812 0.963
O -1.619 1.206 -0.105
H -2.201 1.268 1.902
H -2.056 2.861 1.032
H -3.429 1.770 0.722
C -2.005 -0.113 -0.458
O -1.137 -0.992 0.150
C -0.240 -1.743 -0.657
C 1.149 -1.626 -0.079
O 1.653 -0.299 -0.217
C 3.013 -0.168 0.201
H -2.081 -0.217 -1.549
H -2.970 -0.313 0.021
H -0.282 -1.447 -1.716
H -0.539 -2.797 -0.595
H 1.140 -1.864 0.995
H 1.819 -2.310 -0.619
H 3.611 -0.914 -0.338
H 3.067 -0.250 1.295
H 3.397 0.809 -0.115
Ba 0.570 1.740 -0.487
H 1.495 3.588 -0.347
*
```

Calculated values
Energy above the lowest of the compared OMol25 structures with the same formula, charge and spin ... 0.000 eV

***

(3)
C4H14N2O | the ωB97M-V functional and the def2-TZVPD basis

```
! wB97M-V def2-TZVPD RIJCOSX def2/J DEFGRID3
* xyz 2 1
C 0.659 2.364 1.000
C 1.410 1.879 2.285
C 1.896 0.414 2.220
C 3.330 -1.049 0.999
N 2.781 0.191 1.185
N -0.670 2.520 1.236
H 1.022 3.314 0.569
H 0.767 1.584 0.204
H 2.272 2.518 2.409
H 0.739 1.988 3.131
H 2.333 0.122 3.200
H 1.011 -0.260 2.109
H 4.036 -1.016 0.177
H 2.557 -1.807 0.742
H -31.237 -27.485 -48.277
H -30.810 -27.544 -47.670
H -1.259 1.402 1.986
H -1.185 3.145 0.596
H -2.176 0.199 2.660
H 3.841 -1.452 1.901
O -1.281 0.566 2.519
*
```

Calculated values
Energy above the lowest of the compared OMol25 structures with the same formula, charge and spin ... 11.253 eV

***

(4)
C18H43F6NO6S2Si2Tb | the ωB97M-V functional and the def2-TZVPD basis

```
! wB97M-V def2-TZVPD RIJCOSX def2/J DEFGRID3
* xyz 1 7
O -2.805 2.199 0.519
O -4.746 1.236 -1.168
C -3.419 2.187 1.847
C -2.561 2.922 2.842
H -3.528 1.120 2.085
H -4.421 2.638 1.776
H -1.546 2.518 2.897
H -3.023 2.819 3.821
H -2.505 3.985 2.585
C -2.838 3.467 -0.185
C -4.150 4.206 -0.158
H -2.554 3.224 -1.214
H -2.038 4.094 0.235
H -4.948 3.652 -0.664
H -4.021 5.141 -0.716
H -4.461 4.456 0.859
C -4.335 1.125 -2.697
C -5.944 0.419 -0.620
C -4.900 2.334 -3.371
H -4.733 0.155 -3.009
H -3.242 1.134 -2.689
H -5.992 2.371 -3.299
H -4.608 2.332 -4.427
H -4.496 3.248 -2.923
C -7.196 1.024 -1.181
H -5.853 0.551 0.464
H -5.739 -0.620 -0.908
H -7.292 2.074 -0.879
H -8.073 0.502 -0.780
H -7.228 0.971 -2.277
H -3.943 0.884 -0.684
Tb -0.298 0.373 0.285
C -2.524 -0.532 -0.206
Si -2.520 -2.361 0.082
H -3.212 -0.115 0.546
H -2.898 -0.409 -1.230
C -3.776 -2.793 1.423
C -0.872 -2.947 0.768
C -2.912 -3.191 -1.554
C 0.516 2.453 0.824
Si 1.019 3.214 -0.795
H 1.389 2.464 1.512
H -0.252 3.072 1.329
C 0.511 5.021 -0.946
C 0.133 2.421 -2.270
C 2.875 3.142 -1.005
H -3.499 -2.513 -2.190
H -3.506 -4.103 -1.414
H -1.989 -3.458 -2.087
H -3.419 -2.435 2.400
H -3.930 -3.879 1.497
H -4.758 -2.341 1.215
H -0.699 -2.533 1.775
H 0.005 -2.689 0.145
H -0.882 -4.050 0.856
H -0.015 3.220 -3.015
H -0.877 2.012 -2.061
H 0.735 1.625 -2.737
H 3.201 3.939 -1.688
H 3.250 2.180 -1.375
H 3.358 3.330 -0.038
H 1.105 5.509 -1.728
H 0.681 5.559 -0.006
H -0.548 5.121 -1.213
F 2.283 -1.980 4.353
C 2.267 -2.285 3.038
F 3.446 -2.857 2.710
F 1.282 -3.193 2.824
S 1.921 -0.744 2.003
O 0.529 -0.302 2.345
O 3.003 0.177 2.213
N 1.660 -1.338 0.511
S 2.315 -0.842 -0.865
O 1.151 -0.075 -1.431
O 3.600 -0.206 -0.818
C 2.400 -2.437 -1.844
F 3.080 -3.376 -1.149
F 1.142 -2.896 -2.079
F 3.012 -2.235 -3.028
*
```

***

(5)
C7H16NO2S | the ωB97M-V functional and the def2-TZVPD basis

```
! wB97M-V def2-TZVPD RIJCOSX def2/J DEFGRID3
* xyz 1 1
C -0.968 0.185 2.686
C 0.150 -0.021 1.659
O 1.279 0.487 2.194
C -0.045 -0.490 0.443
N 0.800 -0.857 -0.639
C 2.167 -0.859 -0.232
C 0.264 -2.200 -1.154
S 0.805 0.504 -2.097
C -0.930 1.240 -1.791
C -0.869 2.339 -0.621
O -1.766 0.203 -1.679
H -0.867 -0.648 3.392
H -1.901 0.084 2.087
H -0.747 1.124 3.255
H 2.078 -0.061 2.026
H -1.160 -0.692 0.268
H 2.900 -1.311 -1.009
H 2.546 0.020 0.078
H 2.382 -1.607 0.566
H -0.658 -2.067 -1.832
H 0.951 -2.590 -1.777
H 0.073 -2.917 -0.321
H -1.211 1.829 -2.641
H -1.024 2.004 0.361
H 0.115 2.767 -0.824
H -1.585 3.194 -0.537
H -2.776 0.341 -1.862
*
```

Calculated values
SMILES string ... C/C(O)=C/[N+](C)(C)S[C@H](C)O
Energy above the lowest of the compared OMol25 structures with the same formula, charge and spin ... 2.667 eV

***

(6)
C32H47FeN3OSSe | the ωB97M-V functional and the def2-TZVPD basis

```
! wB97M-V def2-TZVPD RIJCOSX def2/J DEFGRID3
* xyz 1 6
Fe 0.421 0.034 0.310
C 0.828 -2.892 -0.628
C 0.350 -3.658 0.594
C 1.217 -3.334 1.806
C -1.134 -3.503 0.902
C -1.762 -4.663 1.343
C -3.106 -4.692 1.664
C -3.861 -3.553 1.478
C -3.292 -2.363 1.033
C -4.258 -1.229 0.693
C -5.201 -1.665 -0.432
C -5.055 -0.762 1.911
C -1.898 -2.325 0.824
N -1.314 -1.043 0.502
C -1.733 -0.057 1.284
C -1.436 1.293 1.017
C -1.827 2.396 1.809
C -1.378 3.509 1.140
C -0.673 3.050 -0.005
N -0.709 1.714 -0.104
C 0.099 3.895 -0.987
C -0.364 5.350 -0.915
C -0.111 3.353 -2.404
C 1.586 3.820 -0.614
H 1.808 -3.241 -0.953
H 0.923 -1.830 -0.379
H 0.122 -2.949 -1.458
H 0.485 -4.717 0.361
H 1.070 -2.297 2.111
H 2.278 -3.465 1.583
H 0.963 -3.969 2.655
H -1.172 -5.568 1.429
H -3.566 -5.604 2.018
H -4.927 -3.587 1.662
H -3.702 -0.375 0.307
H -5.840 -2.491 -0.118
H -4.643 -1.991 -1.311
H -5.846 -0.836 -0.725
H -5.685 -1.563 2.299
H -5.708 0.070 1.643
H -4.408 -0.434 2.728
H -2.285 -0.232 2.206
H -2.409 2.352 2.716
H -1.529 4.539 1.416
H -1.443 5.435 -1.055
H 0.122 5.928 -1.702
H -0.105 5.810 0.039
H -1.156 3.443 -2.705
H 0.169 2.301 -2.461
H 0.496 3.922 -3.112
H 1.751 4.146 0.416
H 2.164 4.473 -1.272
H 1.962 2.801 -0.717
C 3.595 2.659 -3.544
C 4.332 1.327 -3.495
C 4.192 0.610 -2.152
S 2.832 -0.530 -1.828
O 1.708 0.352 -1.238
C 2.251 -1.067 -3.436
C 1.221 -0.173 -4.132
C -0.212 -0.442 -3.688
H 3.680 3.115 -4.531
H 4.018 3.356 -2.819
H 2.536 2.555 -3.312
H 5.398 1.505 -3.644
H 4.026 0.682 -4.319
H 4.086 1.328 -1.334
H 5.066 -0.006 -1.929
H 1.838 -2.061 -3.251
H 3.162 -1.205 -4.023
H 1.310 -0.364 -5.203
H 1.470 0.878 -3.984
H -0.481 -1.488 -3.852
H -0.908 0.169 -4.261
H -0.365 -0.210 -2.635
Se 1.944 0.697 1.991
C 1.826 0.016 3.743
C 2.862 0.331 4.615
C 2.792 -0.160 5.912
N 1.789 -0.903 6.368
C 0.798 -1.181 5.523
C 0.762 -0.751 4.207
H 3.700 0.936 4.299
H 3.585 0.062 6.616
H -0.014 -1.781 5.919
H -0.077 -1.002 3.574
*
```

Calculated values
Energy above the lowest of the compared OMol25 structures with the same formula, charge and spin ... 1.015 eV

***

(7)
C8H15NOS2 | the ωB97M-V functional and the def2-TZVPD basis

```
! wB97M-V def2-TZVPD RIJCOSX def2/J DEFGRID3
* xyz 0 1
C -2.324 1.268 0.868
C -2.110 -0.051 0.090
C -2.248 -1.275 0.925
C -3.239 -0.050 -1.082
C -0.895 -0.051 -0.657
N -0.016 -0.114 -1.389
H -2.160 2.262 0.255
H -3.276 1.228 1.198
H -1.582 1.484 1.689
H -1.627 -1.313 1.740
H -2.088 -2.081 0.370
H -3.283 -1.335 1.243
H -4.160 0.039 -0.680
H -3.081 -0.982 -1.565
H -3.124 0.817 -1.718
C 3.781 2.299 -0.506
S 2.852 1.840 1.055
C 2.384 0.126 0.766
O 1.671 -0.477 1.560
S 3.033 -0.600 -0.710
C 2.473 -2.287 -0.397
H 4.353 3.200 -0.125
H 3.196 2.418 -1.422
H 4.464 1.437 -0.715
H 1.382 -2.211 -0.684
H 2.546 -2.536 0.753
H 3.077 -3.056 -0.862
*
```

Calculated values
SMILES string ... CC(C)(C)C#N.CSC(=O)SC
Energy above the lowest of the compared OMol25 structures with the same formula, charge and spin ... 2.619 eV

***

(8)
C27H39BIrN6OSi | the ωB97M-V functional and the def2-TZVPD basis

```
! wB97M-V def2-TZVPD RIJCOSX def2/J DEFGRID3
* xyz 2 6
Ir 0.473 0.332 1.012
C -0.748 -2.406 -3.188
C -0.547 -0.946 -2.953
C 0.682 -0.327 -3.436
C 1.787 -1.203 -3.919
C 0.825 1.057 -3.464
C 2.044 1.665 -4.114
C -0.174 1.824 -2.880
C -0.042 3.300 -2.715
C -1.388 1.195 -2.353
C -2.463 2.068 -1.813
C -1.530 -0.186 -2.338
C -2.752 -0.828 -1.737
H -0.372 -2.991 -2.341
H -0.222 -2.752 -4.075
H -1.803 -2.643 -3.301
H 1.699 -1.353 -5.002
H 1.769 -2.185 -3.455
H 2.760 -0.747 -3.747
H 2.952 1.521 -3.523
H 1.927 2.728 -4.295
H 2.220 1.202 -5.085
H -0.685 3.823 -3.432
H 0.972 3.651 -2.869
H -0.373 3.609 -1.723
H -2.260 2.248 -0.749
H -3.438 1.592 -1.872
H -2.517 3.030 -2.316
H -3.601 -0.813 -2.423
H -3.037 -0.311 -0.823
H -2.561 -1.865 -1.468
B 2.876 1.525 3.305
N 2.986 1.883 1.870
C 3.944 2.730 1.406
C 3.802 2.861 0.051
C 2.707 2.054 -0.264
N 2.215 1.468 0.827
N 1.985 0.496 3.827
C 1.978 0.065 5.133
C 1.082 -0.952 5.238
C 0.555 -1.097 3.935
N 1.092 -0.224 3.106
H 2.902 2.542 4.052
H 4.012 1.446 3.835
H 4.658 3.172 2.082
H 4.402 3.456 -0.614
H 2.236 1.862 -1.214
H 2.626 0.519 5.865
H 0.831 -1.520 6.116
H -0.199 -1.784 3.584
C -1.923 1.709 3.545
Si -2.648 0.701 2.153
C -4.035 1.650 1.350
C -3.294 -0.944 2.759
O -1.468 0.387 1.006
H -2.717 2.009 4.233
H -1.458 2.623 3.167
H -1.177 1.164 4.123
H -4.813 1.839 2.093
H -4.499 1.100 0.529
H -3.707 2.620 0.972
H -4.134 -0.770 3.436
H -2.551 -1.526 3.311
H -3.671 -1.561 1.939
N 0.479 -7.066 -0.809
C 0.486 -5.952 -0.533
C 0.486 -4.552 -0.208
C -0.678 -3.929 0.231
C -0.637 -2.577 0.516
N 0.479 -1.851 0.387
C 1.598 -2.453 -0.031
C 1.648 -3.798 -0.342
H -1.596 -4.487 0.351
H -1.512 -2.039 0.858
H 2.483 -1.832 -0.109
H 2.572 -4.253 -0.671
*
```

***

(9)
C32H41Cl3IN3O7S3Ti | the ωB97M-V functional and the def2-TZVPD basis

```
! wB97M-V def2-TZVPD RIJCOSX def2/J DEFGRID3
* xyz 0 3
Ti 0.859 0.232 0.210
C -0.300 2.185 3.801
C 0.680 1.188 3.217
C 1.286 0.298 4.292
O 0.006 0.328 2.258
C 1.842 1.900 2.470
O 2.337 2.878 3.007
O 2.199 1.343 1.371
H -1.034 1.680 4.437
H -0.827 2.722 3.010
H 0.249 2.913 4.394
H 0.497 -0.240 4.825
H 1.849 0.905 5.000
H 1.961 -0.425 3.831
H -0.955 0.401 2.314
O -2.338 -0.023 0.882
S -3.824 -0.216 0.940
C -4.105 -2.008 0.637
C -2.856 -2.847 0.910
C -2.330 -3.571 -0.332
C -0.990 -4.245 -0.051
S 0.425 -3.096 -0.245
O -0.200 -1.718 -0.209
C 0.793 -3.416 -1.964
C 1.420 -4.606 -2.312
C 1.760 -4.822 -3.637
C 1.490 -3.849 -4.593
C 0.882 -2.657 -4.227
C 0.535 -2.432 -2.901
C -4.245 -0.186 2.678
C -5.453 0.370 3.066
C -5.777 0.428 4.416
C -4.887 -0.055 5.362
C -3.672 -0.601 4.964
C -3.344 -0.667 3.619
H -4.409 -2.070 -0.409
H -4.963 -2.288 1.246
H -3.074 -3.583 1.688
H -2.060 -2.197 1.275
H -2.219 -2.867 -1.157
H -3.048 -4.330 -0.653
H -0.794 -5.084 -0.717
H -0.935 -4.609 0.976
H 1.654 -5.347 -1.556
H 2.253 -5.742 -3.922
H 1.771 -4.017 -5.625
H 0.686 -1.885 -4.960
H 0.098 -1.489 -2.602
H -6.132 0.759 2.317
H -6.717 0.866 4.728
H -5.133 0.002 6.415
H -2.975 -0.969 5.706
H -2.391 -1.074 3.301
Cl 5.534 -1.095 0.657
C 4.603 -0.698 -0.785
Cl 4.911 -1.927 -2.048
Cl 5.089 0.894 -1.384
C 3.066 -0.738 -0.514
O 2.658 -1.326 0.494
O 2.341 -0.149 -1.366
I 2.813 5.216 -1.745
C 1.192 4.247 -0.873
C 0.177 4.955 -0.252
C -0.892 4.254 0.299
C -0.883 2.873 0.236
N 0.113 2.193 -0.351
C 1.117 2.866 -0.922
H 0.216 6.036 -0.200
H -1.705 4.772 0.791
H -1.672 2.274 0.670
H 1.886 2.275 -1.407
C -3.084 3.713 -2.386
N -2.139 3.050 -3.272
C -1.172 3.934 -3.898
C -1.900 1.713 -3.201
S -0.420 1.049 -3.595
N -2.970 0.955 -2.794
C -2.735 -0.421 -2.405
C -4.285 1.184 -3.381
H -2.573 4.532 -1.874
H -3.446 3.016 -1.635
H -3.935 4.130 -2.930
H -1.685 4.849 -4.196
H -0.740 3.455 -4.772
H -0.357 4.188 -3.213
H -1.940 -0.476 -1.664
H -2.474 -1.053 -3.262
H -3.660 -0.794 -1.961
H -4.271 2.065 -4.016
H -5.052 1.311 -2.614
H -4.558 0.326 -4.004
*
```

Calculated values
Energy above the lowest of the compared OMol25 structures with the same formula, charge and spin ... 0.861 eV

***

(10)
C12H18N2O2S | the ωB97M-V functional and the def2-TZVPD basis

```
! wB97M-V def2-TZVPD RIJCOSX def2/J DEFGRID3
* xyz 0 1
C 1.554 2.753 1.965
O 1.030 1.507 2.426
C 0.352 1.519 3.682
C -0.302 0.151 3.979
N -1.286 -0.281 2.976
C -0.855 -0.733 1.743
N -1.813 -0.633 0.859
C -1.369 -1.035 -0.372
C -0.059 -1.446 -0.415
S 0.683 -1.391 1.163
C 0.504 -1.935 -1.678
O 1.518 -2.601 -1.658
C -0.238 -1.695 -2.992
C -1.760 -1.795 -2.778
C -2.178 -3.287 -2.602
C -2.418 -1.294 -4.084
C -2.195 -0.913 -1.611
H 2.084 3.302 2.735
H 0.734 3.408 1.534
H 2.248 2.568 1.124
H -0.437 2.271 3.628
H 1.064 1.753 4.501
H -0.756 0.227 4.965
H 0.480 -0.611 4.098
H -2.182 0.215 2.901
H 0.000 -0.677 -3.361
H 0.124 -2.429 -3.752
H -3.232 -3.371 -2.424
H -1.946 -3.808 -3.535
H -1.724 -3.755 -1.719
H -2.002 -0.321 -4.302
H -3.502 -1.205 -3.924
H -2.231 -1.938 -4.925
H -3.244 -1.273 -1.398
H -2.229 0.108 -1.950
*
```

Calculated values
SMILES string ... COCCNc1nc2c(s1)C(=O)CC(C)(C)C2
Energy above the lowest of the compared OMol25 structures with the same formula, charge and spin ... 0.049 eV

***

| no. | total energy (eV) |
| --- | --- |
| 1 | -17608.3518 |
| 2 | -12222.6945 |
| 3 | -9375.3128 |
| 4 | -109296.2726 |
| 5 | -23928.3548 |
| 6 | -151027.3959 |
| 7 | -33745.9082 |
| 8 | -50996.7931 |
| 9 | -153943.3868 |
| 10 | -30646.1110 |